Formula: C22H28N4O2S
Source: OMol25
Level of theory: ωB97M-V with the def2-TZVPD basis set

Its charge is 0. The value obtained for the energy relative to the best compared isomer or geometry (same formula, charge and spin) is 0.0000 eV. The SMILES is CCCN1CCN(CCCNC(=O)c2cc3c(=O)[nH]c4ccccc4c3s2)CC1.

Atoms and positions in Å:
C -1.9477 -4.5548 0.0983
C -3.2418 -3.8377 -0.2612
C -3.3737 -2.5151 0.4995
N -2.2347 -1.6571 0.2337
C -1.8397 -0.7775 1.3075
C -2.7400 0.4583 1.4370
N -2.7221 1.2117 0.1897
C -3.5240 2.4306 0.2741
C -3.0168 3.5302 -0.6628
C -1.6973 4.1194 -0.1774
N -0.6721 3.1022 -0.1870
C 0.6362 3.4182 -0.1831
O 1.0570 4.5630 -0.1893
C 1.5497 2.2580 -0.1899
C 1.3113 0.9460 -0.4726
C 2.4773 0.1543 -0.4032
C 2.5513 -1.2771 -0.6509
O 1.6210 -1.9976 -0.9553
N 3.8249 -1.7918 -0.5086
C 4.9609 -1.0968 -0.1735
C 6.1898 -1.7482 -0.0650
C 7.3224 -1.0391 0.2722
C 7.2554 0.3316 0.5078
C 6.0516 0.9901 0.4043
C 4.8901 0.2919 0.0641
C 3.6027 0.8921 -0.0658
S 3.2245 2.5624 0.1563
C -3.1638 0.3565 -0.9049
C -2.3020 -0.9109 -1.0026
H -1.9347 -4.8094 1.1559
H -1.8452 -5.4706 -0.4789
H -1.1016 -3.9067 -0.1123
H -3.2614 -3.6481 -1.3356
H -4.1029 -4.4651 -0.0191
H -3.3878 -2.7332 1.5704
H -4.3368 -2.0433 0.2426
H -1.8389 -1.3318 2.2479
H -0.8146 -0.4509 1.1046
H -2.3645 1.1012 2.2375
H -3.7646 0.1407 1.6989
H -4.5834 2.2170 0.0539
H -3.4711 2.8029 1.3008
H -3.7629 4.3248 -0.7053
H -2.8868 3.1337 -1.6702
H -1.3688 4.9416 -0.8203
H -1.8199 4.5224 0.8374
H -1.0229 2.1547 -0.0678
H 0.3543 0.5388 -0.7410
H 3.9116 -2.7874 -0.6752
H 6.2425 -2.8117 -0.2481
H 8.2686 -1.5520 0.3538
H 8.1492 0.8754 0.7710
H 5.9805 2.0526 0.5825
H -3.0894 0.9144 -1.8407
H -4.2224 0.0697 -0.7660
H -2.6980 -1.5519 -1.7905
H -1.2787 -0.6406 -1.2778

---

Formula: C22H28N7S2SbSe4Tc
Source: OMol25
Level of theory: ωB97M-V with the def2-TZVPD basis set

Its charge is +3. The value obtained for the energy relative to the best compared isomer or geometry (same formula, charge and spin) is 1.5658 eV.

Atoms and positions in Å:
Tc -0.9918 0.7875 -1.3736
C -0.7614 -4.5149 -4.6276
C -1.0395 -4.0157 -3.2237
N 0.0446 -3.1626 -2.7317
C -0.0059 -1.8839 -2.3977
S -1.5588 -1.0054 -2.5715
N 1.0829 -1.2651 -2.0064
N 0.8539 0.0699 -1.7798
C 1.8559 0.8887 -1.8453
C 3.2615 0.4887 -2.1024
C 1.4835 2.3099 -1.7076
C 2.3956 3.3449 -1.7775
C 1.9291 4.6557 -1.7055
C 0.5723 4.8869 -1.5724
C -0.2887 3.8043 -1.5155
N 0.1522 2.5435 -1.5722
H -1.4956 -5.2680 -4.9062
H 0.2216 -4.9803 -4.6918
H -0.8026 -3.7048 -5.3544
H -1.1576 -4.8459 -2.5251
H -1.9609 -3.4313 -3.1848
H 0.9738 -3.5654 -2.7088
H 3.3631 -0.5902 -2.1387
H 3.9079 0.8934 -1.3217
H 3.5975 0.9072 -3.0543
H 3.4476 3.1395 -1.8968
H 2.6241 5.4813 -1.7628
H 0.1710 5.8882 -1.5207
H -1.3582 3.9389 -1.4268
Se -4.9645 -1.8001 -3.2299
Sb -6.5555 -0.2543 -2.7622
Se -2.8023 1.6415 -2.9542
Se -3.5659 2.0028 -0.8616
Se -5.5931 1.0613 -0.5181
N -0.7205 0.5803 0.5138
S 0.7530 0.4479 1.2889
C 0.6939 -0.9601 2.3318
C 1.5903 -1.9811 2.0341
C 1.5883 -3.1151 2.8355
C 0.7003 -3.2082 3.8978
C -0.1884 -2.1732 4.1839
C -0.1937 -1.0311 3.4047
C 0.7458 1.8238 2.4193
C -0.1990 2.8338 2.3297
C -0.1052 3.9042 3.2108
C 0.9190 3.9534 4.1429
C 1.8621 2.9345 4.2083
C 1.7856 1.8575 3.3426
H -1.5115 0.2122 1.0609
H 2.2765 -1.8917 1.2029
H 2.2849 -3.9166 2.6368
H 0.7082 -4.0891 4.5238
H -0.8575 -2.2538 5.0287
H -0.8510 -0.2048 3.6423
H -1.0025 2.7844 1.6075
H -0.8398 4.6955 3.1747
H 0.9834 4.7863 4.8278
H 2.6557 2.9761 4.9395
H 2.5146 1.0605 3.4020
N -1.4797 -2.6066 0.4404
N -2.4999 -1.7604 1.0041
H -1.8141 -3.5661 0.3655
H -0.7068 -2.6256 1.0965
H -2.8478 -2.1531 1.8777
H -3.2801 -1.7600 0.3542

---

Formula: C22H28N8O
Source: OMol25
Level of theory: ωB97M-V with the def2-TZVPD basis set

Its charge is 0. The value obtained for the energy relative to the best compared isomer or geometry (same formula, charge and spin) is 0.0000 eV. The SMILES is COc1ccc2cc(C#N)c(N3CCN(Cc4nnnn4CCC(C)C)CC3)nc2c1.

Atoms and positions in Å:
C 3.7606 6.5874 -2.5000
O 2.9511 6.5036 -3.6489
C 2.2090 5.3854 -3.8387
C 1.4307 5.3893 -5.0238
C 0.6381 4.3282 -5.3373
C 0.5813 3.2047 -4.4871
C -0.2270 2.0864 -4.7203
C -0.2269 1.0147 -3.8461
C -1.1480 -0.0050 -4.1452
N -1.9571 -0.7592 -4.4626
C 0.6427 1.0709 -2.6979
N 0.8031 0.0567 -1.8157
C 0.1412 -1.2237 -1.8268
C -0.8780 -1.2791 -0.6777
N -0.2734 -1.0322 0.6185
C 0.4752 -2.1586 1.1573
C 0.6843 -1.9559 2.6130
N 1.8356 -1.9102 3.2447
N 1.5550 -1.6651 4.5171
N 0.3062 -1.5541 4.6986
N -0.2965 -1.7347 3.5224
C -1.7183 -1.6639 3.3387
C -2.3845 -3.0395 3.2102
C -2.7113 -3.7263 4.5425
C -3.6053 -4.9377 4.2789
C -1.4551 -4.1592 5.2938
C 0.4868 0.2094 0.5944
C 1.4941 0.2859 -0.5629
N 1.3682 2.1503 -2.4601
C 1.3646 3.1932 -3.2998
C 2.1724 4.3048 -2.9904
H 4.2583 7.5538 -2.5593
H 4.5115 5.7916 -2.4819
H 3.1616 6.5419 -1.5853
H 1.4922 6.2586 -5.6588
H 0.0436 4.3306 -6.2395
H -0.8743 2.0613 -5.5871
H -0.3511 -1.4090 -2.7769
H 0.9025 -2.0006 -1.6798
H -1.3790 -2.2485 -0.6640
H -1.6343 -0.5041 -0.8399
H -0.1150 -3.0660 0.9977
H 1.4646 -2.3067 0.7024
H -1.8912 -1.0850 2.4269
H -2.1223 -1.1269 4.1995
H -3.3163 -2.8967 2.6594
H -1.7490 -3.6984 2.6145
H -3.2658 -3.0175 5.1676
H -3.8728 -5.4216 5.2147
H -3.0870 -5.6636 3.6557
H -4.5219 -4.6421 3.7730
H -1.7287 -4.7109 6.1900
H -0.8425 -4.8090 4.6706
H -0.8588 -3.3033 5.5984
H 1.0105 0.3236 1.5449
H -0.2326 1.0280 0.4921
H 1.9571 1.2701 -0.6007
H 2.2725 -0.4745 -0.4412
H 2.7492 4.2584 -2.0817

---

Formula: C22H28O3S
Source: OMol25
Level of theory: ωB97M-V with the def2-TZVPD basis set

The electronic energy is -1478.9684 hartree. Its charge is 0.

Atoms and positions in Å:
C -1.8092 1.8647 -3.4100
C -0.7917 1.8575 -2.2415
C 0.6845 1.9789 -2.7693
C 1.5733 2.3412 -1.5429
O 0.6399 2.9530 -3.8279
S 1.5821 4.3002 -3.5956
O 1.9759 4.6944 -4.9684
O 0.5395 5.5366 -3.1553
H -1.5771 1.0133 -4.0685
H -1.7944 2.7939 -3.9907
H -2.8444 1.7350 -3.0562
H -1.0407 2.6581 -1.5279
H -0.9088 0.9018 -1.7017
H 0.9724 0.9761 -3.1118
H 1.2146 3.2167 -0.9799
H 1.4757 1.4979 -0.8350
H 2.6468 2.4030 -1.7639
H 0.4570 5.4373 -2.2008
C -0.7414 -2.3347 -2.4699
C 0.2085 -3.0261 -1.7276
C -0.1870 -3.8181 -0.6562
C -1.5337 -3.9255 -0.3321
C -2.4839 -3.2369 -1.0767
C -2.0881 -2.4383 -2.1429
H -0.4327 -1.7153 -3.3036
H 1.2582 -2.9469 -1.9836
H 0.5543 -4.3502 -0.0733
H -1.8420 -4.5449 0.5007
H -3.5338 -3.3220 -0.8250
H -2.8285 -1.8978 -2.7197
C -2.3681 2.4930 2.3455
C -1.3159 3.1762 2.9435
C -0.0247 2.6693 2.8651
C 0.2120 1.4819 2.1837
C -0.8356 0.8018 1.5842
C -2.1280 1.3046 1.6661
H -3.3747 2.8870 2.4078
H -1.5023 4.1042 3.4696
H 0.7958 3.1988 3.3333
H 1.2186 1.0860 2.1186
H -0.6452 -0.1229 1.0503
H -2.9473 0.7714 1.2001
C 1.1940 -2.6312 4.3312
C 0.9949 -1.8774 3.1816
C 1.7673 -2.1130 2.0520
C 2.7339 -3.1112 2.0676
C 2.9308 -3.8684 3.2157
C 2.1641 -3.6259 4.3490
H 0.5936 -2.4441 5.2126
H 0.2378 -1.1050 3.1637
H 1.6152 -1.5195 1.1577
H 3.3337 -3.2984 1.1852
H 3.6831 -4.6473 3.2277
H 2.3217 -4.2127 5.2452

---

Formula: C22H29AsN2O2Pt
Source: OMol25
Level of theory: ωB97M-V with the def2-TZVPD basis set

Its charge is 0. The value obtained for the energy relative to the best compared isomer or geometry (same formula, charge and spin) is 0.0000 eV.

Atoms and positions in Å:
Pt -0.2530 1.7244 0.5370
O -2.1349 1.0792 0.2796
C -2.7834 0.4075 1.1792
C -4.0257 -0.1551 0.7842
C -4.7813 -0.9113 1.6376
C -4.3609 -1.1594 2.9567
C -3.1744 -0.6218 3.3708
C -2.3592 0.1572 2.5180
C -1.1404 0.6528 3.0881
N -0.2214 1.2870 2.4555
C 0.9588 1.8337 3.1274
C 2.1183 1.7948 2.1399
N 1.6189 2.2459 0.8384
C 2.4026 2.7413 -0.0528
C 2.0495 3.0413 -1.4084
C 3.0563 3.6455 -2.1966
C 2.8705 3.9395 -3.5184
C 1.6339 3.6172 -4.1067
C 0.6354 3.0294 -3.3801
C 0.7920 2.7200 -2.0026
O -0.2185 2.1652 -1.4145
H -4.3442 0.0374 -0.2319
H -5.7199 -1.3241 1.2884
H -4.9628 -1.7576 3.6260
H -2.8289 -0.7951 4.3845
H -0.9825 0.4568 4.1492
H 0.7422 2.8688 3.4019
H 1.1924 1.2692 4.0327
H 2.9497 2.4152 2.4801
H 2.4661 0.7648 2.0239
H 3.4339 2.9422 0.2383
H 4.0041 3.8747 -1.7215
H 3.6553 4.4021 -4.1000
H 1.4674 3.8362 -5.1545
H -0.3177 2.7807 -3.8276
C -1.6022 -2.2249 -2.4954
C -0.7156 -1.0529 -2.0957
As 0.7092 -1.4369 -0.7943
C -0.3732 -2.4021 0.5473
C 0.3209 -2.4973 1.9018
C 1.4883 -2.9984 -1.7243
C 2.6888 -3.5722 -0.9789
H -2.3595 -1.9091 -3.2166
H -2.1281 -2.6396 -1.6337
H -1.0298 -3.0315 -2.9559
H -1.3032 -0.2495 -1.6498
H -0.2198 -0.6198 -2.9679
H -0.6227 -3.3940 0.1652
H -1.3111 -1.8496 0.6469
H 1.2447 -3.0757 1.8438
H -0.3219 -2.9721 2.6470
H 0.5843 -1.5036 2.2705
H 1.7891 -2.6539 -2.7170
H 0.7201 -3.7610 -1.8656
H 3.4591 -2.8127 -0.8329
H 3.1382 -4.4048 -1.5241
H 2.4059 -3.9442 0.0077

---

Formula: C22H29BaNO2S4Se
Source: OMol25
Level of theory: ωB97M-V with the def2-TZVPD basis set

Its charge is 0. The value obtained for the energy relative to the best compared isomer or geometry (same formula, charge and spin) is 1.3267 eV.

Atoms and positions in Å:
Ba -1.6131 0.0960 0.7625
C 3.1589 -2.0595 2.0340
C 3.2896 -1.7198 0.5546
S 2.5107 -0.1614 0.0709
C 3.6750 1.0262 0.7870
C 3.0501 2.4163 0.8428
S 1.5323 2.5332 1.8188
C 2.2100 2.4362 3.4924
C 1.1141 2.0558 4.4825
S 0.3982 0.4134 4.2378
C 1.7835 -0.6428 4.7178
C 1.5372 -2.0832 4.2802
S 1.4268 -2.3385 2.4898
H 3.5582 -1.2514 2.6461
H 3.7252 -2.9660 2.2561
H 2.7976 -2.4832 -0.0509
H 4.3411 -1.6934 0.2665
H 4.5736 1.0506 0.1673
H 3.9578 0.6907 1.7862
H 2.7593 2.7339 -0.1605
H 3.7758 3.1350 1.2254
H 2.6183 3.4117 3.7628
H 3.0239 1.7095 3.5126
H 0.2644 2.7341 4.3853
H 1.4909 2.1247 5.5033
H 1.8937 -0.6122 5.8037
H 2.7010 -0.2560 4.2732
H 0.5809 -2.4375 4.6687
H 2.3176 -2.7334 4.6765
C -3.3787 -4.5486 -2.6833
O -2.9605 -3.2315 -3.0055
C -3.5119 -2.2037 -2.2927
C -4.4493 -2.3514 -1.2851
C -4.9354 -1.2202 -0.6287
C -4.4992 0.0472 -0.9867
C -3.5662 0.1902 -2.0079
C -3.0625 -0.9274 -2.6544
N -2.1469 -0.8986 -3.7373
C -1.3239 0.0348 -4.2006
C -0.7166 1.1174 -3.5716
C -0.1611 2.1429 -4.4076
C 0.4419 3.2294 -3.8753
C 0.5368 3.3485 -2.4555
C 0.0785 2.3779 -1.6244
C -0.5328 1.1917 -2.1448
O -0.8818 0.2339 -1.3872
H -2.8149 -5.2147 -3.3289
H -4.4462 -4.6821 -2.8674
H -3.1580 -4.7837 -1.6408
H -4.8091 -3.3329 -1.0095
H -5.6610 -1.3386 0.1660
H -4.8298 0.9265 -0.4470
H -3.2280 1.1820 -2.2787
H -2.1973 -1.7427 -4.2906
H -1.0887 -0.1096 -5.2520
H -0.2787 2.0528 -5.4826
H 0.8275 4.0130 -4.5135
H 0.9776 4.2406 -2.0272
H 0.1219 2.4936 -0.5470
Se -2.7984 2.6340 1.1752

---

Formula: C22H29BrGe2NO2Sr
Source: OMol25
Level of theory: ωB97M-V with the def2-TZVPD basis set

The electronic energy is -7819.2504 hartree. Its charge is +1.

Atoms and positions in Å:
Sr -1.8166 0.6595 -1.9566
C -1.7740 -2.3300 1.3653
C -1.6824 -1.0166 0.5654
Ge -0.3402 0.3896 1.3402
C -1.2508 1.8972 1.9678
C -2.4554 1.3634 2.7523
C 0.8617 -0.7649 2.3506
C 2.1270 -0.5752 1.8681
Ge 1.8939 0.6977 0.3751
C 2.6943 2.4472 0.2503
C 4.2514 2.3490 0.2462
C 2.6828 -0.1650 -1.1900
C 1.8674 -0.3733 -2.5071
C 3.3650 -1.4414 1.9343
C 4.6756 -0.9249 1.8483
C 5.7767 -1.7148 1.8895
C 5.7298 -3.1092 1.9962
C 4.4569 -3.6215 2.1098
C 3.3209 -2.8241 2.0383
H -2.7957 -2.6692 1.2318
H -1.5658 -2.2062 2.3915
H -1.0299 -3.0946 1.0479
H -2.6674 -0.5528 0.5537
H -1.5998 -1.3400 -0.5273
H -1.5687 2.5594 1.0868
H -0.6889 2.5370 2.6002
H -3.0623 0.7044 2.0251
H -3.1661 2.1490 3.1540
H -2.0663 0.7920 3.6150
H 0.5257 -1.4553 3.1382
H 2.3489 3.2240 0.9547
H 2.4194 2.7726 -0.7276
H 4.7516 2.3249 1.2044
H 4.5917 3.3462 -0.1607
H 4.7085 1.5388 -0.4068
H 3.1278 -1.0927 -0.8748
H 3.5078 0.5527 -1.4697
H 1.0965 -1.1735 -2.4361
H 2.4986 -0.8517 -3.2711
H 1.4072 0.5993 -2.8451
H 4.8199 0.1322 1.7228
H 6.7235 -1.2533 1.7352
H 6.6819 -3.6909 2.0427
H 4.2422 -4.6237 2.1754
H 2.3837 -3.4113 2.0337
Br -4.0802 -2.0938 -3.9996
C -4.9813 -0.4545 -3.6049
C -6.2301 -0.2137 -4.0723
C -6.8978 0.8709 -3.4690
C -6.2051 1.8463 -2.7631
C -4.8618 1.5801 -2.5335
N -4.2817 0.4005 -2.8448
C -3.9959 2.6108 -1.8953
O -4.0586 3.7526 -2.3705
O -3.1188 2.2255 -1.0598
H -6.8101 -0.9418 -4.6175
H -7.9287 0.8811 -3.6670
H -6.5574 2.7761 -2.3410

---

Formula: C22H29BrN4O2PtSSe2
Source: OMol25
Level of theory: ωB97M-V with the def2-TZVPD basis set

Its multiplicity is 3. Its charge is +2. The value obtained for the energy relative to the best compared isomer or geometry (same formula, charge and spin) is 0.6188 eV.

Atoms and positions in Å:
Pt 1.3764 1.1494 -0.3792
C 1.6983 1.8372 3.3939
O 1.1217 1.0164 2.3646
C 0.4600 -0.1286 2.7531
C 0.0881 -0.4058 4.0566
C -0.6447 -1.5541 4.3300
Br -1.1485 -1.9118 6.1111
C -1.0126 -2.4207 3.3253
C -0.6235 -2.1503 2.0126
C 0.1250 -1.0061 1.7266
O 0.5192 -0.7559 0.4485
C -0.9621 -3.0213 0.8914
N -0.6309 -2.7007 -0.3446
C -1.0863 -3.7239 -1.1643
C -1.0035 -3.8960 -2.5433
C -1.5611 -5.0402 -3.0736
C -2.1885 -5.9981 -2.2594
C -2.2758 -5.8380 -0.8923
C -1.7119 -4.6821 -0.3644
N -1.6138 -4.2023 0.9344
H 0.9259 2.2475 4.0440
H 2.2036 2.6470 2.8756
H 2.4174 1.2603 3.9741
H 0.3530 0.2553 4.8685
H -1.5935 -3.3003 3.5650
H 0.0437 -1.5408 -0.1912
H -0.5196 -3.1592 -3.1703
H -1.5172 -5.2116 -4.1398
H -2.6118 -6.8811 -2.7165
H -2.7581 -6.5756 -0.2660
H -1.9412 -4.6716 1.7621
C 1.4385 1.5199 -3.8486
Se 1.5268 0.0184 -2.6301
C 3.4694 -0.2338 -2.5986
C 4.2799 0.9850 -2.2149
Se 3.8341 1.6919 -0.4384
C 3.9545 3.5783 -0.8542
H 1.7436 1.1957 -4.8407
H 2.0646 2.3301 -3.4892
H 0.4014 1.8444 -3.8724
H 3.7504 -0.5608 -3.6006
H 3.6302 -1.0658 -1.9132
H 4.1621 1.7988 -2.9272
H 5.3350 0.7166 -2.1697
H 4.9686 3.7933 -1.1810
H 3.7465 4.1161 0.0678
H 3.2325 3.8534 -1.6193
S 0.7945 3.4329 -0.3186
C -0.8926 3.2407 0.1141
N -1.8198 3.8617 -0.5874
C -3.2546 3.7818 -0.2870
C -3.5453 2.4473 0.3795
C -2.6260 2.2672 1.5753
N -1.2385 2.5045 1.1608
H -1.5065 4.4556 -1.3417
H -3.8007 3.8780 -1.2224
H -3.5419 4.6118 0.3606
H -3.3876 1.6346 -0.3325
H -4.5847 2.4148 0.6995
H -2.6887 1.2577 1.9795
H -2.8879 2.9664 2.3717
H -0.4854 2.0266 1.6465